Record 1
{
  "formula": "C3H7NS",
  "method": "the ωB97M-V functional and the def2-TZVPD basis",
  "homo_energy_ev": -8.6009,
  "molar_mass_g_mol": 89.2,
  "orbital_gap_ev": 9.6036,
  "smiles": "CC(C)=NS",
  "energy_ev": -15548.9869,
  "elements": ["C", "C", "C", "N", "S", "H", "H", "H", "H", "H", "H", "H"],
  "xyz": [[-2.164, -0.778, -0.004], [-0.821, -0.092, -0.036], [-0.910, 1.434, 0.046], [0.280, -0.709, 0.013], [1.833, -0.006, -0.040], [-2.083, -1.843, -0.186], [-2.752, -0.590, 0.914], [-2.799, -0.283, -0.761], [-0.446, 1.828, 0.962], [-0.339, 1.797, -0.848], [-1.920, 1.807, -0.059], [2.424, -1.042, 0.496]],
  "lowdin_charge": [-0.055, -0.518, -0.080, -0.355, 0.719, 0.071, 0.089, 0.081, 0.080, 0.082, 0.061, -0.174]
}



Record 2
{
  "formula": "C3H7NS2",
  "method": "the ωB97M-V functional and the def2-TZVPD basis",
  "homo_energy_ev": -8.6541,
  "molar_mass_g_mol": 121.2,
  "orbital_gap_ev": 7.7231,
  "energy_ev": -26376.3224,
  "elements": ["C", "C", "C", "H", "H", "H", "H", "H", "H", "H", "N", "S", "S"],
  "xyz": [[0.847, -0.896, -0.193], [0.090, -0.165, 0.955], [-2.200, 0.762, -0.335], [2.028, 1.746, -0.006], [2.089, -0.463, -1.760], [1.110, -1.879, 0.364], [0.273, -0.948, -1.178], [-0.703, -0.858, 1.454], [0.594, 0.220, 1.828], [-2.645, 1.507, -0.909], [2.293, 0.023, -0.282], [-0.759, 1.474, 0.102], [-3.018, -0.525, -0.039]],
  "lowdin_charge": [-0.385, -0.420, -1.238, 0.198, 0.196, 0.120, 0.080, 0.068, 0.044, -0.040, -0.110, 0.813, 0.674]
}



Record 3
{
  "formula": "C3H7NS3",
  "method": "the ωB97M-V functional and the def2-TZVPD basis",
  "homo_energy_ev": -8.7814,
  "molar_mass_g_mol": 153.3,
  "orbital_gap_ev": 8.3897,
  "smiles": "NC[C@H](S)C(=S)S",
  "energy_ev": -37219.6997,
  "elements": ["N", "C", "C", "S", "C", "S", "S", "H", "H", "H", "H", "H", "H", "H"],
  "xyz": [[-1.622, 1.503, 1.194], [-0.336, 1.019, 1.628], [0.569, 0.507, 0.448], [0.803, 1.815, -0.809], [0.091, -0.830, -0.053], [-1.366, -1.435, 0.212], [1.315, -1.598, -1.053], [-2.228, 0.749, 0.960], [-2.000, 2.240, 1.768], [0.242, 1.802, 2.053], [-0.317, 0.170, 2.385], [1.558, 0.310, 0.819], [-0.479, 2.192, -0.764], [0.593, -2.667, -1.313]],
  "lowdin_charge": [-0.021, -0.348, -0.766, 0.744, -1.208, 0.740, 0.776, -0.006, 0.078, 0.091, 0.120, 0.074, -0.138, -0.136]
}



Record 4
{
  "formula": "C3H7NiO2",
  "method": "the ωB97M-V functional and the def2-TZVPD basis",
  "homo_energy_ev": [-15.1910, -15.3938],
  "molar_mass_g_mol": 133.8,
  "orbital_gap_ev": [10.0150, 8.7816],
  "s_squared": 2.007,
  "multiplicity": 3,
  "energy_ev": -48352.2638,
  "total_charge": 1,
  "elements": ["C", "O", "C", "C", "H", "H", "H", "H", "H", "H", "Ni", "O", "H"],
  "xyz": [[0.700, -1.447, -0.080], [1.567, -0.388, 0.338], [1.147, 0.841, 0.384], [0.418, 1.519, -0.561], [-0.343, -1.212, 0.385], [1.260, -2.365, 0.147], [0.463, -1.687, -1.124], [1.378, 1.309, 1.346], [0.349, 1.153, -1.590], [0.298, 2.592, -0.378], [-1.613, 0.984, 0.044], [-2.641, -0.256, 0.757], [-2.984, -1.042, 0.332]],
  "lowdin_spin": [0.001, 0.005, 0.011, 0.022, 0.001, 0.000, 0.000, 0.001, 0.004, 0.007, 1.637, 0.303, 0.010]
}



Record 5
{
  "formula": "C3H7O",
  "method": "the ωB97M-V functional and the def2-TZVPD basis",
  "homo_energy_ev": -2.2252,
  "molar_mass_g_mol": 59.1,
  "orbital_gap_ev": 6.9428,
  "smiles": "CCC[O-]",
  "energy_ev": -5270.6732,
  "total_charge": -1,
  "elements": ["C", "C", "C", "O", "H", "H", "H", "H", "H", "H", "H"],
  "xyz": [[-0.139, 1.539, 0.315], [0.167, 0.129, 0.870], [-0.267, -0.956, -0.099], [0.339, -0.875, -1.325], [0.327, 2.423, 0.854], [0.400, 1.332, -0.602], [-1.284, 1.591, 0.363], [-0.291, 0.000, 1.938], [1.258, 0.119, 1.086], [-1.438, -0.889, -0.145], [-0.252, -1.847, 0.590]],
  "lowdin_charge": [-0.170, -0.358, -0.591, -0.375, 0.055, 0.040, 0.076, 0.098, 0.086, 0.081, 0.059]
}



Record 6
{
  "formula": "C3H7O",
  "method": "the ωB97M-V functional and the def2-TZVPD basis",
  "homo_energy_ev": -1.0252,
  "molar_mass_g_mol": 59.1,
  "orbital_gap_ev": 5.9074,
  "energy_ev": -5270.7559,
  "total_charge": -1,
  "elements": ["O", "H", "C", "C", "C", "H", "H", "H", "H", "H", "H"],
  "xyz": [[-0.457, -2.299, -1.010], [-0.218, -1.376, -1.220], [0.812, 0.389, 1.346], [0.555, 0.850, 0.069], [-0.681, 0.976, -0.562], [1.823, 0.204, 1.692], [-0.915, -2.162, -0.175], [0.010, 0.032, 1.978], [1.417, 1.216, -0.488], [-0.726, 1.338, -1.581], [-1.621, 0.831, -0.049]],
  "lowdin_charge": [-0.122, -0.006, -0.188, -0.462, -0.203, -0.034, 0.013, -0.016, 0.061, -0.032, -0.010]
}



Record 7
{
  "formula": "C3H7O2",
  "method": "the ωB97M-V functional and the def2-TZVPD basis",
  "homo_energy_ev": -16.9603,
  "molar_mass_g_mol": 75.1,
  "orbital_gap_ev": 11.3598,
  "energy_ev": -7308.1911,
  "total_charge": 1,
  "elements": ["C", "C", "C", "O", "O", "H", "H", "H", "H", "H", "H", "H"],
  "xyz": [[0.291, -0.210, -0.024], [-0.760, -1.270, 0.076], [0.015, 1.255, 0.153], [2.472, 0.185, -0.039], [1.448, -0.711, -0.166], [-0.181, -2.153, -0.162], [-1.301, -1.579, 1.039], [-1.755, -0.925, -0.472], [0.686, 1.943, -0.431], [0.129, 1.374, 1.259], [-0.966, 1.496, -0.297], [3.221, -0.357, 0.257]],
  "lowdin_charge": [-0.237, 0.038, 0.044, 0.109, 0.079, 0.098, 0.152, 0.166, 0.125, 0.148, 0.115, 0.164]
}



Record 8
{
  "formula": "C3H7O2S",
  "method": "the ωB97M-V functional and the def2-TZVPD basis",
  "homo_energy_ev": -2.9026,
  "molar_mass_g_mol": 107.2,
  "orbital_gap_ev": 6.7492,
  "energy_ev": -18155.4162,
  "total_charge": -1,
  "elements": ["O", "C", "C", "C", "S", "H", "H", "H", "H", "H", "H", "H", "O"],
  "xyz": [[-0.959, -1.840, -1.776], [-0.140, -1.009, -1.499], [-0.290, 0.312, -0.782], [1.024, 0.965, -0.304], [1.135, 1.245, 1.447], [0.949, -1.254, -1.768], [-0.882, 0.965, -1.422], [-0.868, 0.023, 0.099], [1.845, 0.307, -0.632], [1.239, 1.913, -0.828], [-1.165, 0.178, 2.609], [-0.613, -1.034, 2.102], [-1.274, -0.772, 2.754]],
  "lowdin_charge": [0.017, -0.304, -0.253, -0.820, 0.200, 0.119, 0.110, 0.070, 0.021, 0.030, -0.033, -0.019, -0.138]
}



Record 9
{
  "formula": "C3H7O2S",
  "method": "the ωB97M-V functional and the def2-TZVPD basis",
  "homo_energy_ev": -4.3565,
  "molar_mass_g_mol": 107.2,
  "orbital_gap_ev": 7.9637,
  "energy_ev": -18154.7777,
  "total_charge": -1,
  "elements": ["C", "C", "S", "H", "H", "H", "H", "H", "H", "O", "C", "O", "H"],
  "xyz": [[0.594, -0.665, 1.733], [1.892, -0.657, 0.937], [1.630, -0.623, -0.857], [-0.200, -1.385, 1.477], [0.046, 0.366, 1.667], [0.888, -0.692, 2.967], [2.485, 0.250, 0.966], [2.616, -1.343, 1.259], [0.383, -0.069, -0.617], [-2.915, 1.420, 0.096], [-2.158, 0.954, -0.844], [-1.045, 0.341, -0.481], [-2.581, 0.959, -1.883]],
  "lowdin_charge": [-0.213, -0.684, 0.585, 0.057, 0.083, 0.111, 0.024, 0.019, -0.177, -0.170, -0.484, -0.249, 0.096]
}



Record 10
{
  "formula": "C3H7O2Si",
  "method": "the ωB97M-V functional and the def2-TZVPD basis",
  "homo_energy_ev": -3.3530,
  "molar_mass_g_mol": 103.2,
  "orbital_gap_ev": 7.2350,
  "smiles": "CC[SiH2]C(=O)[O-]",
  "energy_ev": -15197.2102,
  "total_charge": -1,
  "elements": ["C", "C", "Si", "C", "O", "O", "H", "H", "H", "H", "H", "H", "H"],
  "xyz": [[1.660, 0.130, -0.860], [1.076, 0.412, 0.530], [-0.736, -0.325, 0.713], [-2.574, 0.105, -0.260], [-3.143, -1.023, -0.176], [-3.057, 1.155, -0.539], [1.951, -0.902, -0.917], [0.945, 0.427, -1.594], [2.705, 0.422, -0.997], [1.037, 1.474, 0.702], [1.798, 0.157, 1.234], [-0.894, -0.428, 2.113], [-0.769, -1.604, 0.050]],
  "lowdin_charge": [-0.214, -0.420, 0.735, -0.854, -0.187, -0.073, 0.043, 0.051, 0.052, 0.033, 0.013, -0.106, -0.071]
}



Record 11
{
  "formula": "C3H7O3",
  "method": "the ωB97M-V functional and the def2-TZVPD basis",
  "homo_energy_ev": -4.3756,
  "molar_mass_g_mol": 91.1,
  "orbital_gap_ev": 8.3666,
  "energy_ev": -9368.2688,
  "total_charge": -1,
  "elements": ["O", "C", "O", "H", "H", "C", "O", "C", "H", "H", "H", "H", "H"],
  "xyz": [[3.721, -0.327, 1.771], [2.596, 0.011, 1.437], [1.847, -0.417, 0.509], [2.160, 0.900, 2.025], [0.504, -1.188, -0.472], [-0.732, 0.132, -1.151], [-0.251, -1.179, -1.086], [-1.986, 0.260, -0.161], [0.011, 0.892, -0.893], [-1.175, 0.208, -2.150], [-2.581, 1.179, -0.199], [-2.588, -0.597, -0.434], [-1.526, 0.125, 0.805]],
  "lowdin_charge": [-0.102, -0.680, -0.147, 0.093, 0.031, -0.335, -0.115, -0.088, 0.098, 0.090, 0.052, 0.049, 0.053]
}



Record 12
{
  "formula": "C3H7O3",
  "method": "the ωB97M-V functional and the def2-TZVPD basis",
  "homo_energy_ev": -3.5636,
  "molar_mass_g_mol": 91.1,
  "orbital_gap_ev": 7.6954,
  "energy_ev": -9366.5110,
  "total_charge": -1,
  "elements": ["C", "O", "H", "H", "H", "H", "C", "C", "O", "O", "H", "H", "H"],
  "xyz": [[-1.650, 1.636, 0.594], [-2.036, 0.308, 0.624], [-2.659, 0.229, -0.225], [-0.831, 1.637, 1.424], [-1.169, 1.977, -0.359], [-2.485, 2.259, 0.871], [1.902, -1.739, 0.105], [1.073, -0.374, -0.466], [0.133, -0.606, -1.347], [1.067, 0.652, 0.229], [2.220, -2.380, -0.575], [1.044, -2.258, 0.661], [2.614, -1.446, 0.764]],
  "lowdin_charge": [-0.260, -0.172, 0.140, 0.100, 0.082, 0.042, -0.019, -0.669, -0.184, -0.106, -0.028, 0.082, -0.008]
}



Record 13
{
  "formula": "C3H7O3Pm",
  "method": "the ωB97M-V functional and the def2-TZVPD basis",
  "homo_energy_ev": [-19.0340, -19.1470],
  "molar_mass_g_mol": 236.1,
  "orbital_gap_ev": [8.8407, 9.7253],
  "s_squared": 6.010,
  "multiplicity": 5,
  "energy_ev": -25903.5795,
  "total_charge": 2,
  "elements": ["O", "C", "C", "O", "C", "Pm", "H", "H", "H", "H", "H", "O", "H", "H"],
  "xyz": [[-0.604, 1.379, 0.628], [-1.127, 0.992, -0.419], [-0.947, -0.407, -0.867], [-0.326, -1.113, 0.185], [-0.366, -2.538, 0.085], [0.976, 0.241, 1.737], [-1.967, 1.551, -0.861], [-1.947, -0.829, -1.064], [0.549, -2.926, 0.543], [-1.235, -2.891, 0.655], [-0.423, -2.844, -0.967], [2.945, 0.316, 0.747], [-0.237, -0.435, -1.808], [3.508, -0.417, 0.498]],
  "lowdin_spin": [-0.007, 0.001, 0.000, -0.006, 0.000, 4.059, 0.000, 0.000, 0.000, 0.000, 0.000, -0.046, 0.000, 0.000]
}



Record 14
{
  "formula": "C3H7O3S",
  "method": "the ωB97M-V functional and the def2-TZVPD basis",
  "homo_energy_ev": -1.9932,
  "molar_mass_g_mol": 123.2,
  "orbital_gap_ev": 5.8606,
  "energy_ev": -20201.7132,
  "total_charge": -1,
  "elements": ["C", "C", "C", "O", "O", "O", "S", "H", "H", "H", "H", "H", "H", "H"],
  "xyz": [[0.728, -0.383, 1.194], [0.030, 0.587, -1.000], [0.150, -0.635, -0.204], [-2.647, 1.206, -0.579], [-3.336, -1.245, 0.060], [-0.203, -1.719, -0.719], [-2.918, 0.258, 0.605], [1.416, -1.016, 1.694], [-0.330, -0.452, 1.787], [0.972, 0.708, 1.130], [-1.017, 1.044, -0.759], [0.785, 1.343, -0.813], [0.042, 0.477, -2.052], [-2.517, -1.728, -0.138]],
  "lowdin_charge": [-0.047, -0.095, -0.537, -0.761, -0.501, -0.034, 0.610, 0.041, 0.104, 0.069, 0.043, 0.061, 0.064, -0.015]
}



Record 15
{
  "formula": "C3H7OPS2",
  "method": "the ωB97M-V functional and the def2-TZVPD basis",
  "homo_energy_ev": -8.9066,
  "molar_mass_g_mol": 154.2,
  "orbital_gap_ev": 9.4289,
  "smiles": "C=C(C)[P@@](O)(=S)S",
  "energy_ev": -36231.5316,
  "elements": ["C", "C", "C", "P", "O", "S", "S", "H", "H", "H", "H", "H", "H", "H"],
  "xyz": [[1.215, -1.518, -0.224], [0.707, -0.311, 0.137], [1.092, 0.601, 1.187], [-0.883, 0.058, -0.802], [-0.523, 1.547, -1.341], [-1.609, -1.238, -2.160], [-2.111, 0.525, 0.775], [0.702, -2.182, -1.027], [1.965, -1.889, 0.392], [0.730, 0.378, 2.170], [2.110, 0.507, 1.277], [0.736, 1.600, 0.870], [-0.993, 2.258, -1.656], [-3.137, -0.337, 0.402]],
  "lowdin_charge": [0.008, -0.490, -0.134, 0.024, -0.274, 0.155, 0.492, 0.055, 0.039, 0.080, 0.058, 0.085, 0.031, -0.128]
}



Record 16
{
  "formula": "C3H7PS",
  "method": "the ωB97M-V functional and the def2-TZVPD basis",
  "homo_energy_ev": [-8.7738, -8.7740],
  "molar_mass_g_mol": 106.1,
  "orbital_gap_ev": [7.6211, 7.6217],
  "energy_ev": -23343.7476,
  "elements": ["C", "C", "C", "P", "S", "H", "H", "H", "H", "H", "H", "H"],
  "xyz": [[-0.290, -0.907, 1.371], [1.025, 0.642, -0.294], [-0.248, -0.072, 0.134], [-1.501, -0.334, -1.139], [1.058, -1.180, 2.187], [-1.256, -1.463, 1.660], [1.542, 0.244, -1.182], [0.828, 1.640, -0.406], [1.683, 0.551, 0.461], [-1.050, 1.330, 1.102], [-0.734, -1.149, -1.794], [-1.056, 0.697, -2.101]],
  "lowdin_charge": [-0.781, -0.190, -0.719, 0.797, 0.698, 0.076, 0.098, 0.038, -0.026, 0.228, -0.163, -0.058]
}



Record 17
{
  "formula": "C3H7PS",
  "method": "the ωB97M-V functional and the def2-TZVPD basis",
  "homo_energy_ev": [-8.0015, -9.2225],
  "molar_mass_g_mol": 106.1,
  "orbital_gap_ev": [6.1890, 8.2541],
  "energy_ev": -23344.3607,
  "elements": ["C", "C", "C", "P", "S", "H", "H", "H", "H", "H", "H", "H"],
  "xyz": [[-1.454, -1.269, 0.213], [-0.525, -0.288, -0.281], [0.288, 0.484, 0.514], [1.085, 2.000, -0.179], [2.523, -1.268, -0.120], [-1.905, -2.030, -0.373], [-1.741, -1.190, 1.254], [-0.415, -0.254, -1.381], [0.263, 0.457, 1.610], [0.979, 1.449, -1.512], [2.562, 1.769, -0.197], [2.085, -2.252, -1.025]],
  "lowdin_charge": [0.050, -0.349, -0.534, 0.740, 0.297, 0.036, 0.052, 0.088, 0.061, -0.095, -0.107, -0.240]
}